1.
# C5H10NO2

A 2-piece molecular cluster, C5H10NO2 overall (wB97M-V/def2-TZVPD, OMol25).

Geometry as XYZ:
```
18
Properties=species:S:1:pos:R:3
C 1.74 2.08 -1.39
C 3.13 2.48 -0.70
C 1.03 1.05 -1.12
C 0.61 -1.37 -1.44
C -1.75 -1.01 1.91
N 0.51 -0.04 -0.82
O 3.38 2.09 0.41
O -0.74 -0.08 1.55
H 1.41 2.90 -2.03
H 3.68 3.14 -1.48
H -0.33 -1.84 -0.97
H 0.76 -1.33 -2.56
H 1.41 -1.92 -0.97
H -1.99 -1.55 1.06
H -2.58 -0.50 2.51
H -1.29 -1.75 2.57
H -0.22 0.04 0.08
H -0.43 0.46 2.37
```

Properties
Energy relative to the best compared isomer or geometry (same formula, charge and spin), kcal/mol: 90.46
Charge: +1
Frontier orbital gap, eV: 10.4
M, u: 116.14
Total energy, eV: -10922.129
Max |F|, eV Å⁻¹: 3.3

Results of the Mulliken charge analysis, in e, for atoms 1 through 5:
1 C -0.6193
2 C 0.1402
3 C 0.6455
4 C -0.6755
5 C -0.5748

***

2.
# C5H10NO2S

An isolated ion of composition C5H10NO2S and charge +1 (wB97M-V/def2-TZVPD, OMol25).

Geometry as XYZ:
```
19
Properties=species:S:1:pos:R:3
C 0.52 -2.16 -0.26
C 1.22 -1.11 0.21
C 1.04 0.26 -0.26
C 2.42 0.92 -0.44
N -0.20 0.67 -0.39
S -1.60 -0.07 -0.22
C -2.63 1.34 0.18
O -1.99 -0.88 -1.30
O -1.68 -0.91 1.16
H -0.24 -2.09 -0.94
H 0.60 -3.21 -0.18
H 1.92 -1.47 0.92
H 2.33 1.82 0.33
H 2.42 1.32 -1.39
H 3.32 0.35 -0.35
H -3.37 1.17 0.97
H -1.99 2.08 0.47
H -3.20 1.74 -0.75
H -1.44 -1.84 1.09
```

Properties
Energy relative to the best compared isomer or geometry (same formula, charge and spin), kcal/mol: 89.91
Charge: +1
Frontier orbital gap, eV: 9.8
Structure (SMILES): C=CC(C)=[N+]=[S@@](C)(=O)O
M, u: 148.21
Total energy, eV: -21756.781
Max |F|, eV Å⁻¹: 4.9

Results of the Mulliken charge analysis, in e, for atoms 1 through 5:
1 C -1.1041
2 C -0.0291
3 C 0.7196
4 C -1.1539
5 N -0.4935

***

3.
# C5H10NP

C5H10NP as an isolated structure (wB97M-V/def2-TZVPD, OMol25).

Geometry as XYZ:
```
17
Properties=species:S:1:pos:R:3
C 1.69 -1.55 0.32
C 0.43 -1.57 1.02
C 0.12 -0.20 1.72
C -0.76 0.82 1.01
C -0.03 2.18 -0.75
N -0.02 1.87 0.45
P 2.99 -1.49 -0.52
H -0.50 -1.61 0.30
H 0.33 -2.34 1.72
H -0.37 -0.16 2.67
H 1.10 0.22 2.03
H -1.38 0.34 0.24
H -1.55 1.44 1.60
H 0.65 2.98 -1.08
H -1.34 -1.27 -4.45
H -0.71 1.72 -1.48
H -0.65 -1.38 -4.80
```

Properties
Energy relative to the best compared isomer or geometry (same formula, charge and spin), kcal/mol: 71.37
Charge: 0
Frontier orbital gap, eV: 10.1
M, u: 115.12
Total energy, eV: -16121.814
Max |F|, eV Å⁻¹: 4.1

Results of the Mulliken charge analysis, in e, for atoms 1 through 5:
1 C 0.0403
2 C -0.2777
3 C -0.8027
4 C -0.4523
5 C -0.3151

***

4.
# C5H10NP

An isolated molecule of C5H10NP (wB97M-V/def2-TZVPD, OMol25).

Geometry as XYZ:
```
17
Properties=species:S:1:pos:R:3
C -0.01 2.07 0.07
C -1.31 1.39 -0.39
C -1.74 0.00 0.21
C -2.84 -0.65 -0.33
N -3.61 -1.35 -0.80
P -0.38 -1.06 0.57
C 1.16 -2.06 -0.29
H -0.26 3.04 -0.02
H 0.80 1.72 -0.52
H 0.20 1.97 1.18
H -1.34 1.41 -1.41
H -2.19 2.13 -0.22
H -1.09 -2.20 0.89
H 0.39 -0.29 1.46
H 1.95 -1.51 -0.51
H 1.55 -2.97 0.39
H 0.84 -2.64 -1.13
```

Properties
Energy relative to the best compared isomer or geometry (same formula, charge and spin), kcal/mol: 63.05
Charge: 0
Frontier orbital gap, eV: 8.2
Structure (SMILES): CCC(C#N)=[PH2]C
M, u: 115.12
Total energy, eV: -16122.175
Max |F|, eV Å⁻¹: 5.7

Results of the Mulliken charge analysis, in e, for atoms 1 through 5:
1 C -1.3383
2 C -0.3733
3 C -0.0864
4 C 0.1408
5 N -0.4735